21
Properties=species:S:1:pos:R:3 method="wB97M-V/def2-TZVPD" charge=0 max_force_ev_per_a=0.53 smiles=C[C@@H]1[C@H](C)C1(C)C mol_weight_g_mol=98.19 energy_ev=-7485.238 e_lumo_ev=1.045
C 0.518 -1.616 -1.272
C 0.762 -0.143 -0.915
C 0.938 0.244 0.538
C 0.981 -0.706 1.703
C -0.320 0.642 -0.189
C -1.657 -0.071 -0.089
C -0.566 2.146 -0.157
H 1.329 -2.021 -1.890
H -0.416 -1.752 -1.829
H 0.464 -2.264 -0.385
H 1.379 0.385 -1.641
H 1.617 1.090 0.667
H 0.817 -0.143 2.630
H 1.955 -1.203 1.771
H 0.203 -1.472 1.643
H -2.070 -0.108 -1.106
H -2.385 0.466 0.531
H -1.581 -1.095 0.280
H 0.324 2.778 -0.252
H -1.313 2.498 -0.877
H -0.977 2.344 0.838